{
  "formula": "C7H14N2",
  "method": "wB97M-V/def2-TZVPD",
  "orbital_gap_ev": [7.9914, 7.4730],
  "e_above_lowest_kj_mol": 666.0,
  "charge": 0,
  "species": ["C", "C", "C", "C", "N", "C", "C", "C", "N", "H", "H", "H", "H", "H", "H", "H", "H", "H", "H", "H", "H", "H", "H"],
  "positions_angstrom": [[-1.6790, 0.7982, -0.3762], [0.3180, -1.4335, 0.6333], [-2.4099, -0.3189, -1.0469], [-2.0477, 1.1148, 1.0372], [0.5990, -0.4810, -0.4316], [0.5329, 0.7782, -0.3977], [2.7272, -0.5839, -0.6940], [3.6130, -0.5125, 0.2827], [0.8954, 1.9481, -0.2591], [-1.5662, 1.6747, -1.0083], [1.6790, 2.3224, -0.7877], [2.9537, -0.9827, -1.6810], [0.7206, -2.3938, 0.3142], [-0.7457, -1.5745, 0.8190], [0.7797, -1.1538, 1.5833], [-2.4726, -1.2074, -0.4124], [-3.0816, 1.4917, 1.0956], [-1.9478, -0.6027, -1.9938], [-3.4494, -0.0221, -1.2598], [-1.4189, 1.9050, 1.4522], [-1.9731, 0.2376, 1.6867], [3.3313, -0.1367, 1.2666], [4.6421, -0.8673, 0.1775]],
  "nbo_charge": [-0.142, -0.401, -0.664, -0.666, -0.458, 0.670, -0.134, -0.504, -0.770, 0.197, 0.398, 0.173, 0.218, 0.208, 0.194, 0.198, 0.210, 0.223, 0.215, 0.229, 0.198, 0.199, 0.207]
}